# 1
Entry from the OMol25 dataset: a cluster of 2 separate species, C7H14N2 in total in a non-equilibrium geometry (the ωB97M-V functional and the def2-TZVPD basis).

As for the HOMO energy (spin up / spin down): -16.89 / -20.05 eV. The total charge is +2. As for the expectation value of S²: 2.007. Its multiplicity is 3. Its energy above the lowest of the compared OMol25 structures with the same formula, charge and spin is 523.45 kJ/mol. The value obtained for the HOMO-LUMO gap (spin up / spin down) is 10.9 / 7.4 eV. As for the energy: -383.6341 a.u.

Structure (XYZ):
```
23
C7H14N2 the ωB97M-V functional and the def2-TZVPD basis
C 0.261 -0.020 3.126
C 1.528 -0.161 2.346
C -0.467 1.782 -1.913
C -1.598 0.824 -2.033
C -0.436 -1.476 1.022
C -0.655 -0.076 0.669
C 0.620 -0.568 -1.975
N 0.224 -0.430 1.755
N -0.354 0.363 -1.398
H -0.055 -0.857 3.654
H -0.075 0.865 3.540
H 2.154 0.617 1.885
H 2.127 -1.003 2.675
H 0.028 2.021 -2.853
H -0.437 2.708 -1.309
H -2.501 0.942 -1.490
H -1.764 0.141 -2.930
H -1.289 -2.009 1.504
H 0.386 -1.916 0.432
H -1.501 0.565 0.815
H 0.142 -1.548 -2.231
H 0.957 -0.269 -2.985
H 1.447 -0.471 -1.326
```

---

# 2
Entry from the OMol25 dataset: a cluster of 7 separate species, C47H57FINO2P in total (the ωB97M-V functional and the def2-TZVPD basis).

As for the HOMO energy (spin up / spin down): -8.45 / -9.07 eV. As for the expectation value of S²: 0.754. Its multiplicity is 2. The value obtained for the HOMO-LUMO gap (spin up / spin down) is 8.4 / 9.0 eV. As for the energy: -2769.2458 a.u.

Structure (XYZ):
```
110
C47H57FINO2P the ωB97M-V functional and the def2-TZVPD basis
C 2.239 -2.017 2.030
C 1.563 -2.270 0.677
C 2.676 -2.437 -0.371
C 0.743 -3.571 0.670
C -0.682 -3.518 1.258
C -0.593 -3.727 2.780
C -1.876 -3.843 3.574
F -2.490 -2.603 3.710
P -1.519 -5.074 0.556
O -1.254 -4.892 -1.049
I -3.939 -4.568 0.615
C -1.399 -2.231 0.815
C -0.608 -0.920 0.811
C -0.552 -0.270 2.215
C -1.342 0.033 -0.141
N 0.750 -1.106 0.260
O 1.411 -0.025 0.135
H 2.967 -1.213 1.940
H 1.550 -1.775 2.834
H 2.782 -2.916 2.325
H 3.249 -3.325 -0.108
H 2.243 -2.527 -1.363
H 3.337 -1.578 -0.305
H 1.322 -4.279 1.267
H 0.734 -3.958 -0.344
H 0.007 -2.944 3.242
H -0.054 -4.665 2.951
H -2.595 -4.531 3.135
H -1.649 -4.197 4.580
H -1.787 -4.188 -1.430
H -2.282 -2.064 1.427
H -1.772 -2.385 -0.201
H -0.956 -0.930 2.979
H 0.460 0.026 2.481
H -1.146 0.642 2.229
H -2.395 0.080 0.131
H -0.898 1.023 -0.118
H -1.287 -0.357 -1.159
C 2.468 5.025 2.130
C 1.502 4.240 1.516
C 1.795 2.936 1.143
C 3.058 2.413 1.389
C 4.024 3.197 2.005
C 3.731 4.503 2.375
H 2.238 6.042 2.419
H 0.516 4.647 1.326
H 1.048 2.322 0.662
H 3.284 1.396 1.100
H 5.009 2.790 2.197
H 4.486 5.114 2.852
C 5.930 -0.954 -5.065
C 7.046 -1.182 -4.272
C 6.931 -1.151 -2.889
C 5.700 -0.896 -2.301
C 4.584 -0.669 -3.094
C 4.700 -0.696 -4.477
H 6.016 -0.976 -6.144
H 8.005 -1.383 -4.731
H 7.802 -1.324 -2.269
H 5.610 -0.873 -1.222
H 3.625 -0.470 -2.634
H 3.832 -0.515 -5.098
C 5.421 0.805 -8.416
C 4.300 1.623 -8.428
C 3.172 1.243 -9.142
C 3.163 0.044 -9.840
C 4.284 -0.775 -9.826
C 5.413 -0.394 -9.115
H 6.300 1.101 -7.858
H 4.305 2.556 -7.879
H 2.298 1.882 -9.154
H 2.283 -0.253 -10.395
H 4.276 -1.711 -10.369
H 6.287 -1.032 -9.106
C 2.557 -0.933 7.221
C 1.457 -0.086 7.241
C 0.316 -0.410 6.521
C 0.274 -1.584 5.783
C 1.374 -2.432 5.762
C 2.516 -2.106 6.480
H 3.447 -0.678 7.781
H 1.491 0.829 7.818
H -0.539 0.253 6.532
H -0.616 -1.836 5.219
H 1.342 -3.349 5.185
H 3.374 -2.766 6.463
C -4.206 1.020 2.963
C -5.227 1.070 2.025
C -5.965 2.234 1.861
C -5.673 3.352 2.631
C -4.646 3.305 3.564
C -3.914 2.138 3.732
H -3.638 0.108 3.096
H -5.451 0.197 1.425
H -6.767 2.271 1.135
H -6.246 4.262 2.502
H -4.419 4.177 4.163
H -3.117 2.099 4.464
C -9.120 4.513 -1.395
C -10.123 3.960 -2.179
C -9.930 2.727 -2.785
C -8.735 2.044 -2.604
C -7.733 2.596 -1.819
C -7.925 3.831 -1.216
H -9.270 5.476 -0.923
H -11.056 4.491 -2.318
H -10.711 2.297 -3.399
H -8.585 1.081 -3.075
H -6.801 2.064 -1.676
H -7.141 4.263 -0.606
```

---

# 3
Entry from the OMol25 dataset: a structure of composition C4H4EuO6 in a non-equilibrium geometry (the ωB97M-V functional and the def2-TZVPD basis).

As for the HOMO energy (spin up / spin down): -17.23 / -17.23 eV. The total charge is +2. As for the expectation value of S²: 15.759. Its multiplicity is 8. The value obtained for the HOMO-LUMO gap (spin up / spin down) is 6.6 / 6.6 eV. As for the energy: -1315.8669 a.u.

Structure (XYZ):
```
15
C4H4EuO6 the ωB97M-V functional and the def2-TZVPD basis
O 0.098 0.098 -2.115
C -0.147 0.120 -0.876
O -1.087 -0.580 -0.403
O 0.613 0.882 -0.112
O 0.740 2.451 1.450
C 1.983 2.275 2.065
C 0.156 1.266 1.143
Eu -1.880 -1.412 -2.814
H 2.093 2.987 2.888
H 2.792 2.148 1.333
H -0.913 1.143 1.330
C 1.674 0.676 2.686
O 1.140 0.502 3.752
H 2.406 -1.064 2.498
O 2.517 -0.177 2.123
```

---

# 4
Entry from the OMol25 dataset: the molecule C7H8N2 in a non-equilibrium geometry (the ωB97M-V functional and the def2-TZVPD basis).

As for the HOMO energy: -8.63 eV. Its energy above the lowest of the compared OMol25 structures with the same formula, charge and spin is 246.11 kJ/mol. The value obtained for the HOMO-LUMO gap is 9.6 eV. As for the energy: -380.9300 a.u.

Structure (XYZ):
```
17
C7H8N2 the ωB97M-V functional and the def2-TZVPD basis
C 0.219 -1.274 -2.524
C 0.162 -0.884 -1.399
C -0.583 0.857 1.663
C 0.031 -0.162 -0.233
C -1.025 0.562 0.336
C -2.338 1.122 -0.202
C 2.355 -0.763 0.508
N 0.633 0.396 1.853
N 1.005 -0.257 0.744
H 0.537 -1.680 -3.420
H -1.009 1.327 2.459
H -2.406 2.159 -0.368
H -2.381 0.613 -1.212
H -3.059 0.836 0.411
H 3.028 0.023 0.260
H 2.450 -1.351 1.396
H 2.381 -1.525 -0.273
```

---

# 5
Entry from the OMol25 dataset: a cluster of 2 separate species, C4H8O2 in total (the ωB97M-V functional and the def2-TZVPD basis).

As for the HOMO energy: -9.58 eV. Its energy above the lowest of the compared OMol25 structures with the same formula, charge and spin is 234.77 kJ/mol. The value obtained for the HOMO-LUMO gap is 10.0 eV. As for the energy: -307.6230 a.u.

Structure (XYZ):
```
14
C4H8O2 the ωB97M-V functional and the def2-TZVPD basis
O 0.228 -0.457 -1.479
C 1.174 -0.076 -0.511
C 0.855 1.215 0.199
C -0.139 2.028 -0.143
O -1.864 -0.919 0.414
C -1.316 -1.914 0.827
H -0.646 -0.444 -1.051
H 1.318 -0.866 0.254
H 2.135 0.017 -1.034
H 1.488 1.451 1.056
H -0.770 1.809 -1.002
H -0.358 2.934 0.417
H -1.536 -2.319 1.831
H -0.569 -2.459 0.221
```

---

# 6
Entry from the OMol25 dataset: a cluster of 13 separate species, C37H61NO30S3 in total in a non-equilibrium geometry (the ωB97M-V functional and the def2-TZVPD basis).

As for the HOMO energy: -9.73 eV. Its energy above the lowest of the compared OMol25 structures with the same formula, charge and spin is 0.00 kJ/mol. The value obtained for the HOMO-LUMO gap is 9.2 eV. As for the energy: -4952.8774 a.u.

Structure (XYZ):
```
132
C37H61NO30S3 the ωB97M-V functional and the def2-TZVPD basis
C -24.110 13.266 -4.133
C -24.123 12.079 -5.157
O -24.795 11.107 -4.349
C -25.605 11.698 -3.451
O -26.368 11.166 -2.728
O -25.333 13.057 -3.449
H -23.931 14.242 -4.579
H -23.204 13.090 -3.545
H -23.078 11.796 -5.242
H -24.727 12.203 -6.051
C -19.574 13.367 -5.586
C -18.780 14.614 -5.286
O -19.295 15.027 -4.048
C -20.390 14.300 -3.712
O -21.075 14.401 -2.744
O -20.547 13.268 -4.558
H -18.870 12.537 -5.607
H -20.083 13.522 -6.538
H -18.880 15.324 -6.110
H -17.736 14.337 -5.124
C -21.931 16.510 -7.312
C -22.683 17.819 -7.291
O -23.001 17.988 -5.919
C -22.777 16.820 -5.242
O -23.114 16.627 -4.113
O -22.152 15.947 -6.012
H -20.843 16.633 -7.329
H -22.152 15.835 -8.139
H -23.598 17.737 -7.876
H -21.946 18.497 -7.724
C -26.294 9.119 -8.163
C -26.249 10.653 -8.382
O -27.542 11.077 -8.081
C -28.406 10.022 -8.029
O -29.581 10.082 -7.911
O -27.698 8.897 -8.032
H -25.763 8.819 -7.267
H -25.929 8.542 -9.008
H -25.888 10.835 -9.402
H -25.508 11.221 -7.819
C -26.172 7.702 -4.961
C -25.222 6.664 -4.379
O -25.494 6.670 -3.008
C -26.796 7.067 -2.828
O -27.376 6.805 -1.826
O -27.220 7.597 -3.977
H -26.612 7.462 -5.923
H -25.639 8.652 -5.034
H -24.178 6.909 -4.593
H -25.327 5.661 -4.805
C -29.451 10.902 -2.204
C -30.615 11.460 -1.386
O -31.584 11.738 -2.398
C -31.104 11.530 -3.613
O -31.794 11.595 -4.589
O -29.758 11.382 -3.530
H -29.439 9.809 -2.190
H -28.486 11.350 -2.005
H -30.249 12.350 -0.878
H -31.113 10.728 -0.754
C -25.872 15.995 -1.143
C -25.238 14.687 -0.586
O -26.344 13.870 -0.333
C -27.449 14.376 -0.868
O -28.535 13.898 -0.919
O -27.238 15.668 -1.273
H -25.388 16.196 -2.097
H -25.584 16.790 -0.455
H -24.541 14.920 0.214
H -24.667 14.331 -1.446
C -22.172 11.222 -0.523
C -23.028 10.666 -1.634
O -22.442 9.412 -1.951
C -21.709 9.028 -0.864
O -21.144 8.001 -0.726
O -21.672 10.041 0.051
H -22.814 11.769 0.166
H -21.401 11.883 -0.930
H -23.225 11.233 -2.538
H -24.041 10.479 -1.258
C -27.718 15.301 -4.794
C -26.759 14.676 -5.798
O -26.839 15.761 -6.723
C -27.104 16.935 -6.170
O -26.985 17.993 -6.700
O -27.457 16.714 -4.878
H -27.744 14.930 -3.771
H -28.750 15.123 -5.108
H -27.023 13.701 -6.207
H -25.720 14.520 -5.513
C -26.641 9.756 -0.029
C -26.487 8.965 1.306
C -27.674 8.056 1.548
C -27.709 7.488 2.890
N -27.794 7.065 3.953
H -27.521 9.568 -0.642
H -25.839 9.738 -0.764
H -26.712 10.803 0.282
H -26.423 9.608 2.186
H -25.523 8.452 1.343
H -27.859 7.275 0.808
H -28.548 8.710 1.455
C -23.593 13.373 -11.249
S -24.574 13.778 -9.758
O -23.810 13.600 -8.483
C -24.573 15.590 -10.029
H -23.990 13.879 -12.129
H -23.720 12.323 -11.498
H -22.635 13.811 -10.967
H -25.246 16.076 -9.327
H -24.796 15.882 -11.056
H -23.547 15.938 -9.877
C -21.173 8.616 -5.168
S -19.403 8.667 -5.008
O -19.027 9.246 -6.363
C -19.268 9.979 -3.770
H -21.669 8.639 -4.191
H -21.339 7.601 -5.527
H -21.568 9.429 -5.768
H -19.699 9.578 -2.854
H -19.857 10.820 -4.152
H -18.300 10.454 -3.623
C -21.014 11.060 -8.382
S -21.900 9.482 -8.464
O -23.365 9.877 -8.443
C -21.665 9.172 -10.225
H -21.206 11.523 -7.411
H -21.319 11.773 -9.146
H -19.937 10.879 -8.347
H -22.511 9.581 -10.765
H -21.518 8.110 -10.425
H -20.686 9.598 -10.451
```